This record from the OMol25 dataset describes 2 unconnected molecules or ions with the total composition C3H2N2O3S at a distorted geometry. The level of theory is wB97M-V/def2-TZVPD.

## Properties
**Highest occupied orbital energy (alpha / beta)**: -9.575 / -9.358 eV
**Gap between HOMO and LUMO (alpha / beta)**: 0.2897 / 0.2994 hartree
**Charge**: 0
**E_LUMO (alpha / beta)**: -1.693 / -1.209 eV
**Multiplicity**: 1

Atoms and positions in Å:
S  -0.3794  1.4666  -0.5100
O  -0.3509  2.5499  0.4717
O  2.8438  -1.8102  -0.4539
O  3.4621  0.1017  0.5282
N  2.8171  -0.6967  -0.0495
N  -0.2044  -1.0134  0.2097
C  -1.8563  0.5532  -0.2476
C  0.4969  -0.0127  -0.0134
C  -1.5614  -0.6796  0.1335
H  -2.3908  -1.3244  0.3484
H  -2.8767  0.8657  -0.4171

Forces on atoms 1 to 2 (eV/Å):
-0.6694 0.7463 -1.1717
0.4552 0.7312 0.5091